No. 1
ORCA calculation (ωB97M-V/def2-TZVPD) on an isolated ion of composition C4H7INO2 and charge +1.

The geometry in XYZ format:
```
15
Properties=species:S:1:pos:R:3:mulliken_charge:R:1
C -0.420 2.169 -0.281 0.436
C 0.296 -1.154 0.313 -0.495
C 1.773 -1.068 0.558 -0.050
C -0.346 -0.219 -0.627 -0.571
N 2.326 -0.161 -0.138 -0.531
O -0.733 1.019 0.115 -0.287
O -0.789 3.186 0.342 -0.325
I 4.328 0.189 -0.009 0.159
H 0.020 -2.100 -0.168 0.358
H -0.357 -1.034 1.180 0.338
H 2.140 -1.982 1.061 0.380
H 0.383 2.232 -1.073 0.372
H 0.026 -0.097 -1.636 0.480
H -1.348 -0.744 -0.703 0.329
H -1.332 3.268 1.126 0.408
```

The largest force on an atom comes out at 2.9 eV Å⁻¹. The HOMO energy comes out at -12.48 eV. The calculation puts the LUMO energy at -4.6 eV. The relative energy (zero: lowest compared OMol25 entry of this formula, charge and spin) comes out at 128.37 kJ/mol. The HOMO-LUMO gap comes out at 7.92 eV. The net charge is +1. The spin multiplicity is 1. For the total energy, the calculation gives -17937.5621 eV.



No. 2
ORCA calculation (ωB97M-V/def2-TZVPD) on an isolated molecule of C4H11NO2.

The geometry in XYZ format:
```
18
Properties=species:S:1:pos:R:3:mulliken_charge:R:1
C -0.011 -2.145 -1.552 -0.913
N 0.439 -1.550 -0.259 -0.460
C -0.063 -0.154 -0.116 0.539
C 1.209 0.707 -0.241 -0.772
O 0.904 2.075 -0.377 -0.522
C -0.888 -0.072 1.158 -0.716
O -1.431 1.217 1.331 -0.487
H -1.103 -2.177 -1.517 0.320
H 0.355 -1.468 -2.309 0.302
H 0.409 -3.135 -1.696 0.315
H 0.127 -2.123 0.508 0.275
H -0.615 0.096 -1.027 0.279
H 1.838 0.538 0.640 0.295
H 1.747 0.339 -1.113 0.297
H 1.079 2.597 0.395 0.312
H -1.675 -0.818 1.003 0.338
H -0.278 -0.407 2.010 0.280
H -2.331 1.163 1.631 0.317
```

The largest force on an atom comes out at 1.8 eV Å⁻¹. The HOMO energy comes out at -8.82 eV. The calculation puts the LUMO energy at 0.8 eV. The relative energy (zero: lowest compared OMol25 entry of this formula, charge and spin) comes out at 187.91 kJ/mol. The HOMO-LUMO gap comes out at 9.61 eV. Its SMILES is CNC(CO)CO. The spin multiplicity is 1. For the total energy, the calculation gives -9910.2944 eV.